C10H20MnO5 | ωB97M-V/def2-TZVPD

XYZ file:
```
36
C10H20MnO5, DFT ωB97M-V/def2-TZVPD
Mn -0.010 -0.006 -0.044
C -1.332 -1.384 1.833
C -1.540 -2.342 0.675
O -0.948 -1.607 -0.511
C -1.984 -1.293 -1.551
C -1.252 -0.495 -2.583
O -0.455 0.508 -1.779
C 0.751 1.074 -2.542
C 1.872 0.146 -2.162
O 1.768 0.040 -0.664
C 2.749 0.902 0.096
C 2.230 0.924 1.509
O 0.749 1.037 1.342
C -0.040 1.317 2.586
C -1.465 1.140 2.134
O -1.469 -0.032 1.209
H -0.324 -1.473 2.252
H -2.069 -1.491 2.633
H -2.587 -2.523 0.433
H -0.987 -3.275 0.791
H -2.797 -0.748 -1.065
H -2.352 -2.245 -1.951
H -1.921 0.084 -3.228
H -0.547 -1.084 -3.169
H 0.854 2.097 -2.180
H 0.498 1.075 -3.605
H 2.860 0.530 -2.430
H 1.769 -0.869 -2.543
H 2.753 1.885 -0.378
H 3.727 0.420 0.014
H 2.591 1.800 2.054
H 2.440 0.013 2.072
H 0.172 2.341 2.906
H 0.293 0.616 3.353
H -1.839 1.973 1.538
H -2.160 0.946 2.955
```

Summary:
ΔE to the lowest compared entry with this formula, charge and spin, eV: 0.056
<S²>: 3.99
Max |F|, eV/Å: 0.80
Net charge: +4
Frontier orbital gap (spin up / spin down), eV: 6.69 / 9.06
2S+1: 4

C17H52BrNO16P3S6 | ωB97M-V/def2-TZVPD

XYZ file:
```
96
C17H52BrNO16P3S6, DFT ωB97M-V/def2-TZVPD
C -0.212 -1.624 1.885
C -0.270 -0.097 1.710
N -0.258 0.594 2.991
P 0.453 2.253 3.035
P -1.554 3.385 3.078
S -1.634 4.706 4.545
P 2.515 1.302 3.114
O 2.886 1.296 1.493
Br 3.769 3.069 3.847
H 0.798 -2.002 1.779
H -0.549 -1.855 2.887
H -0.866 -2.126 1.182
H 0.586 0.214 1.125
H -1.177 0.106 1.142
H -1.206 0.608 3.350
H 0.390 2.198 4.487
H 1.023 3.585 3.131
H 0.491 2.331 1.561
H -2.688 2.533 3.095
H -1.652 4.072 1.847
H 2.233 1.876 1.054
O -0.853 -1.584 -1.550
S -0.324 -0.491 -2.310
O -0.961 0.788 -2.275
O -0.187 -0.959 -3.832
C -1.360 -1.505 -4.460
C -2.360 -0.440 -4.863
C 1.387 -0.307 -1.964
H -1.814 -2.248 -3.800
H -0.989 -2.029 -5.339
H -2.796 0.045 -3.992
H -3.166 -0.888 -5.446
H -1.875 0.330 -5.462
H 1.863 -1.281 -2.026
H 1.471 0.089 -0.954
H 1.815 0.391 -2.681
O 3.305 2.289 -4.773
S 3.841 3.612 -4.865
O 4.547 4.031 -6.036
O 4.729 3.896 -3.579
C 5.772 2.949 -3.261
C 6.992 3.104 -4.147
C 2.572 4.779 -4.516
H 5.369 1.936 -3.306
H 6.026 3.153 -2.224
H 6.772 2.831 -5.178
H 7.794 2.460 -3.786
H 7.337 4.137 -4.144
H 2.057 4.475 -3.609
H 1.893 4.768 -5.365
H 3.023 5.760 -4.403
O -1.656 -7.681 -1.753
S -1.428 -6.534 -0.926
O -0.556 -6.623 0.205
O -2.832 -5.957 -0.456
C -3.749 -6.870 0.181
C -3.377 -7.162 1.621
C -0.944 -5.166 -1.918
H -3.820 -7.785 -0.409
H -4.715 -6.372 0.134
H -2.447 -7.725 1.685
H -4.165 -7.746 2.096
H -3.241 -6.234 2.176
H -1.630 -5.082 -2.755
H 0.065 -5.367 -2.269
H -0.957 -4.264 -1.309
O -7.962 6.424 3.210
S -7.939 6.014 4.581
O -7.976 6.996 5.619
O -6.730 5.025 4.811
C -5.400 5.453 4.396
C -4.767 6.433 5.353
C -9.223 4.841 4.865
H -5.450 5.853 3.383
H -4.807 4.542 4.361
H -5.289 7.391 5.358
H -3.734 6.598 5.057
H -4.784 6.040 6.369
H -9.180 4.082 4.091
H -10.164 5.384 4.819
H -9.083 4.407 5.851
O 3.119 -3.133 -1.133
S 3.769 -3.885 -0.101
O 4.140 -3.255 1.122
O 5.052 -4.591 -0.734
C 5.981 -3.743 -1.441
C 6.859 -2.932 -0.508
C 2.841 -5.337 0.238
H 5.434 -3.101 -2.133
H 6.586 -4.426 -2.035
H 6.279 -2.193 0.042
H 7.625 -2.410 -1.081
H 7.342 -3.581 0.222
H 2.594 -5.821 -0.702
H 1.935 -5.026 0.754
H 3.429 -5.992 0.874
```

Summary:
Max |F|, eV/Å: 0.90
Net charge: -1
Frontier orbital gap, eV: 6.04

C9H9ClN2OS2 | ωB97M-V/def2-TZVPD

XYZ file:
```
24
C9H9ClN2OS2, DFT ωB97M-V/def2-TZVPD
C 1.895 -3.172 1.356
S 1.699 -2.510 -0.366
C 0.191 -1.804 -0.244
N -0.209 -0.574 -0.451
C 0.628 0.471 -0.808
O 1.687 0.361 -1.370
C 0.139 1.807 -0.427
C 0.801 3.002 -0.554
C 0.450 4.171 0.046
C -0.774 4.295 0.694
Cl -1.262 5.854 1.284
N -1.507 3.178 0.902
C -1.041 1.986 0.469
S -1.095 -2.816 0.446
C -1.993 -3.312 -1.082
H 2.912 -3.506 1.589
H 1.634 -2.376 2.129
H 1.156 -3.980 1.417
H 1.805 3.043 -1.115
H 0.990 4.944 -0.160
H -1.635 1.090 0.566
H -1.314 -3.823 -1.852
H -2.865 -3.968 -1.036
H -2.289 -2.361 -1.432
```

Summary:
SMILES: CSC(=NC(=O)c1ccc(Cl)nc1)SC
ΔE to the lowest compared entry with this formula, charge and spin, eV: 0.650
Max |F|, eV/Å: 5.86
Net charge: 0
Frontier orbital gap, eV: 7.93

C3H5N3 | ωB97M-V/def2-TZVPD

XYZ file:
```
11
C3H5N3, DFT ωB97M-V/def2-TZVPD
H -2.324 0.650 1.616
N -1.686 0.420 0.843
N -0.561 0.290 1.346
C 0.490 -0.044 0.411
N 1.698 -0.274 1.076
C 0.196 -0.158 -0.864
C -0.501 -0.271 -1.959
H 2.520 -0.241 0.491
H 1.802 0.297 1.904
H -0.683 0.557 -2.640
H -0.951 -1.225 -2.223
```

Summary:
SMILES: [H]/N=N/C(N)=C=C
ΔE to the lowest compared entry with this formula, charge and spin, eV: 3.438
Max |F|, eV/Å: 0.59
Net charge: 0
Frontier orbital gap, eV: 8.74

H20O16P2 | ωB97M-V/def2-TZVPD

XYZ file:
```
38
H20O16P2, DFT ωB97M-V/def2-TZVPD
O -20.123 19.640 -2.088
H -20.343 19.093 -1.330
H -20.612 20.451 -1.938
H -20.432 19.160 -2.860
O -16.532 24.379 1.138
H -16.969 24.606 0.314
H -17.169 24.443 1.853
H -15.769 24.939 1.302
O -22.074 24.589 -9.045
H -21.812 23.667 -9.103
H -22.996 24.630 -9.310
H -22.026 24.855 -8.124
O -16.845 22.517 -6.148
H -17.188 22.959 -5.368
H -17.593 22.181 -6.647
H -16.279 23.068 -6.694
P -21.685 19.303 -8.043
O -20.596 20.408 -8.537
O -21.486 18.613 -6.638
O -21.974 18.384 -9.236
O -23.052 20.042 -8.070
P -20.929 25.068 -2.835
O -19.448 24.697 -2.791
O -21.769 23.922 -2.293
O -21.414 25.597 -4.232
O -21.398 26.033 -1.776
O -19.434 22.303 -13.359
H -18.619 22.097 -13.818
H -19.283 22.013 -12.460
O -16.681 17.965 -10.691
H -17.515 18.378 -10.465
H -16.303 17.714 -9.848
O -13.974 25.208 -8.891
H -13.046 25.441 -8.859
H -14.213 25.301 -9.813
O -15.425 27.835 -4.212
H -15.793 28.113 -5.051
H -15.976 27.100 -3.941
```

Summary:
Max |F|, eV/Å: 3.97
Net charge: -2
Frontier orbital gap, eV: 1.86

C21H44F3N5O8V | ωB97M-V/def2-TZVPD

XYZ file:
```
82
C21H44F3N5O8V, DFT ωB97M-V/def2-TZVPD
O 0.219 -11.142 -29.011
V -1.239 -11.631 -28.732
C -0.134 -14.426 -27.351
O 0.677 -14.060 -28.517
O -1.009 -13.373 -27.245
C -0.668 -15.883 -27.400
F -1.277 -16.091 -28.561
F 0.275 -16.782 -27.166
F -1.648 -16.141 -26.562
C 2.088 -14.577 -28.670
C 2.673 -14.005 -29.951
H 2.512 -12.934 -30.079
H 3.729 -14.207 -30.131
H 2.101 -14.341 -30.815
H 2.097 -15.661 -28.782
H 2.869 -14.199 -28.011
H 0.602 -14.391 -26.547
C 1.453 -9.001 -24.797
C 1.550 -7.881 -25.975
C 1.798 -8.640 -27.255
C 1.725 -7.876 -28.639
C 0.489 -6.979 -28.707
C 0.283 -6.178 -27.388
N 0.287 -7.072 -26.188
O -0.178 -6.429 -24.964
C 1.303 -4.984 -27.445
C -1.117 -5.545 -27.701
C 2.774 -6.997 -25.652
H 2.317 -9.662 -24.725
H 0.648 -9.651 -25.139
H 1.136 -8.651 -23.815
H 2.815 -9.028 -27.188
H 1.003 -9.384 -27.320
H 1.866 -8.589 -29.451
H 2.522 -7.151 -28.803
H -0.360 -7.588 -29.017
H 0.674 -6.270 -29.514
H 1.437 -4.345 -26.572
H 2.345 -5.224 -27.655
H 0.861 -4.182 -28.035
H -1.208 -5.164 -28.718
H -1.869 -6.334 -27.697
H -1.524 -4.829 -26.987
H 3.504 -7.501 -25.019
H 2.514 -6.029 -25.223
H 3.317 -6.757 -26.567
O -3.476 -11.807 -28.582
C -4.530 -12.403 -28.627
N -5.184 -12.482 -29.751
C -5.049 -13.156 -27.433
H -4.792 -12.097 -30.598
H -6.137 -12.807 -29.830
H -4.368 -13.778 -26.852
H -6.016 -13.605 -27.660
H -5.148 -12.356 -26.699
O -1.450 -12.903 -30.451
C -1.957 -13.541 -31.359
N -2.629 -14.687 -31.118
C -2.165 -12.918 -32.733
H -3.274 -15.056 -31.802
H -2.375 -15.261 -30.326
H -2.903 -13.392 -33.380
H -1.172 -12.903 -33.181
H -2.416 -11.864 -32.613
O -1.858 -10.043 -30.020
C -2.278 -9.069 -30.703
N -1.721 -8.687 -31.788
C -3.126 -8.020 -30.024
H -2.075 -7.848 -32.223
H -1.028 -9.274 -32.231
H -2.814 -7.893 -28.987
H -4.174 -8.317 -30.016
H -2.969 -7.048 -30.491
O -1.629 -10.285 -27.022
C -2.345 -10.251 -26.015
N -2.776 -11.418 -25.571
C -2.501 -9.057 -25.220
H -2.579 -12.226 -26.144
H -3.215 -11.537 -24.670
H -1.791 -9.172 -24.401
H -3.508 -8.918 -24.827
H -2.370 -8.125 -25.771
```

Summary:
<S²>: 2.03
Max |F|, eV/Å: 5.53
Net charge: +1
Frontier orbital gap (spin up / spin down), eV: 8.60 / 8.78
2S+1: 3

C41H60ClFeGe2N3O9P2 | ωB97M-V/def2-TZVPD

XYZ file:
```
119
C41H60ClFeGe2N3O9P2, DFT ωB97M-V/def2-TZVPD
Fe -2.629 2.208 2.696
C -0.535 5.978 6.369
C -1.081 6.064 5.072
C -1.780 5.078 4.473
C -1.850 3.900 5.317
C -1.528 3.887 6.621
C -0.835 4.965 7.144
N -2.435 2.618 4.731
N -2.190 1.520 5.433
C -2.634 0.504 4.726
C -2.792 -0.669 5.579
C -3.566 -1.797 4.722
C -3.792 -1.658 3.335
C -3.504 -0.564 2.688
C -2.759 0.583 3.458
H -0.101 6.796 6.610
H -0.977 7.076 4.560
H -2.057 4.961 3.475
H -1.662 3.085 7.313
H -0.485 5.175 8.263
H -2.551 -0.938 6.600
H -3.939 -2.735 5.542
H -4.393 -2.775 2.867
H -3.599 -0.151 1.614
C 3.633 -1.530 1.963
C 2.593 -2.411 2.540
C 2.632 -3.903 2.049
O 1.319 -1.821 2.205
P 0.765 -1.605 0.748
O 1.654 -1.607 -0.374
C -0.287 0.085 0.924
P 0.545 1.579 1.281
O -0.404 2.523 1.975
O 1.788 1.153 2.216
C 2.034 1.531 3.612
C 1.872 3.047 3.799
C 1.174 0.773 4.659
O 1.230 2.181 0.015
C 1.745 3.516 0.239
C 1.617 4.094 -1.129
C 3.275 3.479 0.544
O -0.299 -2.739 0.571
C -1.624 -2.843 1.301
C -2.719 -2.696 0.300
C -1.617 -4.262 1.972
H 4.527 -1.963 2.094
H 3.534 -0.518 2.317
H 3.466 -1.471 0.777
H 2.603 -2.621 3.647
H 2.625 -3.918 1.139
H 1.809 -4.393 2.482
H 3.433 -4.386 2.512
H -0.704 -0.112 1.915
H -1.201 -0.391 -0.099
H 2.963 0.914 3.621
H 0.791 3.596 4.504
H 1.964 3.582 3.073
H 2.966 3.483 4.603
H -0.153 0.462 4.677
H 1.720 1.573 5.685
H 1.340 -0.489 4.680
H 0.823 4.174 1.068
H 2.233 3.503 -1.892
H 2.259 5.218 -1.275
H 0.445 4.092 -1.466
H 3.570 4.260 1.270
H 3.804 3.491 -0.319
H 3.762 2.419 1.165
H -1.805 -2.110 1.927
H -2.920 -3.251 -0.610
H -2.380 -2.052 -0.850
H -3.623 -2.131 0.871
H -1.360 -5.091 1.250
H -2.845 -4.294 2.029
H -1.030 -4.376 2.867
O -2.823 1.913 0.722
N -2.875 3.111 0.475
O -2.733 3.532 -0.701
O -3.009 3.927 1.492
Cl 2.305 1.534 -3.818
C 2.236 -0.269 -3.515
H 2.444 -0.766 -2.482
H 3.008 -0.717 -3.905
C -2.828 -1.104 -5.335
Ge -1.241 -0.018 -4.978
C -1.014 1.257 -6.479
C -1.595 0.790 -3.249
Ge 0.817 -1.267 -4.672
C 0.459 -3.081 -3.996
C -0.273 -2.872 -2.546
C -0.459 -4.083 -1.932
C -0.208 -5.286 -2.392
C 0.293 -5.587 -3.712
C 0.673 -4.237 -4.569
C 1.464 -1.421 -6.551
C 2.795 -1.188 -6.786
C 3.418 -1.060 -7.984
C 2.593 -1.119 -9.148
C 1.131 -1.448 -8.882
C 0.665 -1.644 -7.597
H -3.877 -0.713 -5.807
H -3.068 -1.604 -4.525
H -2.438 -1.965 -6.020
H -1.269 0.749 -7.591
H 0.111 1.330 -6.753
H -1.471 2.166 -6.174
H -2.341 1.196 -3.172
H -0.835 1.264 -2.972
H -1.756 -0.206 -2.634
H -0.116 -1.868 -2.149
H -0.650 -4.064 -0.918
H -0.142 -6.161 -1.716
H 0.696 -6.591 -4.103
H 1.177 -4.271 -5.756
H 3.614 -1.036 -5.986
H 4.347 -1.060 -8.278
H 2.915 -1.002 -10.063
H 0.297 -1.844 -9.597
H -0.304 -2.078 -7.521
```

Summary:
<S²>: 8.83
Max |F|, eV/Å: 16.40
Net charge: -1
Frontier orbital gap (spin up / spin down), eV: 5.03 / 4.05
2S+1: 6

C27H40ClN2O13 | ωB97M-V/def2-TZVPD

XYZ file:
```
83
C27H40ClN2O13, DFT ωB97M-V/def2-TZVPD
Cl 7.287 -8.457 26.388
O 6.159 -8.104 25.653
O 8.049 -9.408 25.523
O 8.056 -7.270 26.658
O 6.878 -9.074 27.571
O 2.536 -5.267 20.975
C 3.043 -5.633 21.990
O 3.517 -6.877 22.209
C 4.205 -7.026 23.463
C 4.286 -5.635 24.020
C 3.370 -4.744 23.193
H 5.235 -7.372 23.378
H 3.758 -7.818 24.063
H 5.343 -5.382 23.942
H 4.124 -5.426 25.078
H 3.795 -3.762 22.985
H 2.506 -4.390 23.756
O 10.245 -6.803 21.693
C 9.438 -7.730 21.331
O 9.609 -8.633 20.341
C 8.552 -9.625 20.346
C 7.522 -9.006 21.391
C 8.339 -8.164 22.299
H 8.866 -10.607 20.698
H 7.983 -9.543 19.419
H 7.077 -9.679 22.124
H 6.666 -8.426 21.046
H 8.785 -8.710 23.130
H 7.912 -7.249 22.713
O 11.549 -11.995 22.874
C 10.499 -12.598 23.081
O 10.204 -13.782 22.519
C 8.993 -14.252 23.073
C 8.276 -12.973 23.474
C 9.464 -12.167 24.067
H 9.158 -14.722 24.042
H 8.362 -15.002 22.595
H 7.466 -13.226 24.157
H 7.784 -12.403 22.686
H 9.872 -12.381 25.055
H 9.348 -11.098 23.888
O 13.223 -5.463 25.422
C 12.699 -6.436 24.873
O 13.344 -7.277 24.085
C 12.796 -8.595 23.949
C 11.625 -8.591 24.884
C 11.332 -7.098 25.156
H 13.343 -9.455 24.333
H 12.290 -8.677 22.987
H 11.927 -9.006 25.845
H 10.820 -9.119 24.373
H 10.869 -6.947 26.131
H 10.533 -6.617 24.592
N 10.095 -4.492 28.366
C 11.283 -3.937 28.133
C 11.571 -3.003 29.132
C 10.523 -3.037 30.080
C 9.584 -3.901 29.571
H 9.665 -5.320 27.978
H 11.923 -4.239 27.317
H 12.498 -2.497 29.360
H 10.369 -2.579 31.046
H 8.691 -4.306 30.025
N 6.611 -7.246 30.227
C 6.225 -7.904 31.405
C 5.885 -6.976 32.329
C 6.026 -5.749 31.770
C 6.447 -5.924 30.490
H 6.869 -7.689 29.357
H 6.173 -8.982 31.367
H 5.494 -7.124 33.325
H 5.649 -4.831 32.194
H 6.617 -5.231 29.679
C 5.329 -12.254 26.565
C 4.355 -11.820 27.626
O 4.064 -12.516 28.621
C 3.518 -10.546 27.372
H 5.984 -13.103 26.761
H 5.943 -11.355 26.503
H 4.878 -12.397 25.583
H 2.983 -10.412 28.312
H 2.809 -10.531 26.545
H 4.079 -9.611 27.372
```

Summary:
<S²>: 0.76
Max |F|, eV/Å: 5.84
Net charge: 0
Frontier orbital gap (spin up / spin down), eV: 7.45 / 3.26
2S+1: 2

Q: Which of these has the highest max |F|?
A: C41H60ClFeGe2N3O9P2

Q: Look up the net charge of the sixth one.
A: +1

Repeat the third record exactly.
C9H9ClN2OS2 | ωB97M-V/def2-TZVPD

XYZ file:
```
24
C9H9ClN2OS2, DFT ωB97M-V/def2-TZVPD
C 1.895 -3.172 1.356
S 1.699 -2.510 -0.366
C 0.191 -1.804 -0.244
N -0.209 -0.574 -0.451
C 0.628 0.471 -0.808
O 1.687 0.361 -1.370
C 0.139 1.807 -0.427
C 0.801 3.002 -0.554
C 0.450 4.171 0.046
C -0.774 4.295 0.694
Cl -1.262 5.854 1.284
N -1.507 3.178 0.902
C -1.041 1.986 0.469
S -1.095 -2.816 0.446
C -1.993 -3.312 -1.082
H 2.912 -3.506 1.589
H 1.634 -2.376 2.129
H 1.156 -3.980 1.417
H 1.805 3.043 -1.115
H 0.990 4.944 -0.160
H -1.635 1.090 0.566
H -1.314 -3.823 -1.852
H -2.865 -3.968 -1.036
H -2.289 -2.361 -1.432
```

Summary:
SMILES: CSC(=NC(=O)c1ccc(Cl)nc1)SC
ΔE to the lowest compared entry with this formula, charge and spin, eV: 0.650
Max |F|, eV/Å: 5.86
Net charge: 0
Frontier orbital gap, eV: 7.93